Below is a structure of composition C20H51ClCuN3O11 at a distorted geometry, with properties calculated with ωB97M-V/def2-TZVPD.

```
87
Properties=species:S:1:pos:R:3
Cu -1.611 -6.762 -23.166
Cl -1.979 -10.284 -23.867
O -2.902 -11.405 -23.861
O -2.080 -9.604 -25.101
O -2.292 -9.429 -22.761
O -0.635 -10.757 -23.786
C 2.003 -12.098 -19.484
C 1.463 -12.134 -20.914
O 1.030 -10.813 -21.365
H 2.686 -12.939 -19.367
H 1.175 -12.120 -18.775
H 2.565 -11.185 -19.288
H 0.626 -12.830 -20.851
H 2.150 -12.601 -21.619
H 0.759 -10.897 -22.282
C 0.103 -6.391 -27.113
O 0.475 -6.052 -25.817
C 1.618 -6.820 -25.308
C 1.874 -6.761 -23.855
N 0.710 -7.273 -23.130
C 0.743 -7.307 -21.626
C 0.849 -5.900 -21.088
O -0.465 -5.308 -21.097
C -0.420 -3.892 -20.948
H -0.222 -5.485 -27.626
H -0.745 -7.076 -27.105
H 0.899 -6.801 -27.734
H 2.534 -6.717 -25.889
H 1.262 -7.822 -25.547
H 2.288 -5.797 -23.559
H 2.802 -7.275 -23.604
H 0.648 -8.218 -23.481
H 1.648 -7.905 -21.512
H -0.049 -7.869 -21.131
H 1.452 -5.352 -21.812
H 1.315 -5.858 -20.103
H -0.622 -3.722 -19.890
H -1.166 -3.433 -21.598
H 0.555 -3.446 -21.144
C 0.781 -8.531 -18.229
O -0.442 -7.964 -17.890
C -1.519 -8.928 -17.783
C -1.685 -9.916 -18.958
N -2.632 -10.896 -18.600
C -2.873 -12.015 -19.559
C -3.181 -13.304 -18.819
O -2.245 -13.875 -17.905
C -1.313 -14.792 -18.505
H 1.530 -7.795 -17.936
H 0.803 -8.623 -19.315
H 0.950 -9.491 -17.742
H -2.424 -8.388 -17.506
H -1.303 -9.593 -16.946
H -0.742 -10.395 -19.224
H -1.932 -9.257 -19.791
H -2.286 -11.333 -17.759
H -1.946 -12.193 -20.103
H -3.667 -11.661 -20.217
H -3.645 -14.110 -19.386
H -4.003 -13.101 -18.132
H -1.580 -15.793 -18.165
H -0.265 -14.626 -18.256
H -1.317 -14.739 -19.594
C -4.974 -6.041 -22.317
O -3.899 -5.893 -23.213
C -4.196 -5.298 -24.479
C -3.044 -5.432 -25.514
N -1.763 -4.988 -24.837
C -1.767 -3.492 -24.694
C -0.391 -2.973 -24.929
O 0.519 -3.532 -24.104
C 1.744 -2.902 -24.123
H -5.384 -6.996 -22.649
H -5.657 -5.193 -22.357
H -4.493 -6.067 -21.339
H -4.438 -4.247 -24.322
H -5.162 -5.690 -24.799
H -3.256 -5.070 -26.520
H -2.816 -6.479 -25.713
H -0.929 -5.069 -25.402
H -2.127 -3.072 -23.754
H -2.280 -3.155 -25.596
H -0.388 -1.891 -24.795
H -0.058 -3.159 -25.950
H 2.266 -3.439 -23.331
H 1.787 -1.851 -23.835
H 2.327 -2.969 -25.041
```

Its maximum force is 2.94 eV/A. The calculation puts the energy above the lowest of the compared OMol25 structures with the same formula, charge and spin at 0.000 eV.

Mulliken population analysis, charges in e, atoms 1 to 2:
1 Cu 0.7652
2 Cl 1.7718